Formula: C35H52GeOPSi3Ti
Source: the Open Molecules 2025 dataset
Level of theory: the ωB97M-V functional and the def2-TZVPD basis

XYZ file:
```
94
Properties=species:S:1:pos:R:3
Ti -0.17786 0.10763 -0.30316
C -1.14755 6.56655 1.99852
C -1.73210 6.26824 0.77462
C -1.45102 5.07021 0.13732
C -0.56761 4.17356 0.73157
C 0.01179 4.46682 1.96697
C -0.27578 5.66671 2.59571
P -0.10633 2.60158 -0.04552
C -1.44916 2.35413 -1.28401
C -1.34693 2.70664 -2.62960
C -2.46211 2.62106 -3.44962
C -3.67578 2.17303 -2.94149
C -3.77325 1.77388 -1.61487
C -2.66219 1.85331 -0.78935
C 1.35090 2.93763 -1.07310
C 1.85326 4.20053 -1.26354
C 2.98617 4.40133 -2.07228
C 3.59912 3.33408 -2.66476
C 3.12217 2.01616 -2.46775
C 3.76673 0.90700 -3.06541
C 3.31174 -0.36326 -2.84808
C 2.18802 -0.57652 -2.03041
C 1.50736 0.46535 -1.43197
C 1.98120 1.79846 -1.65175
H -1.37629 7.50336 2.48860
H -2.41439 6.97032 0.31459
H -1.91151 4.84355 -0.81566
H 0.69450 3.76028 2.42677
H 0.17362 5.89803 3.55208
H -0.41099 3.08726 -3.01925
H -2.38520 2.91425 -4.48846
H -4.54788 2.13558 -3.58093
H -4.71816 1.42033 -1.22244
H -2.76443 1.61462 0.26822
H 1.37491 5.05215 -0.79592
H 3.36480 5.40346 -2.21963
H 4.46892 3.48002 -3.29341
H 4.62883 1.08243 -3.69702
H 3.80879 -1.21154 -3.30027
H 1.86985 -1.59870 -1.86168
C -1.71751 -0.92223 -3.48453
C -1.50790 -1.83857 -2.28273
C -2.81188 -2.48927 -1.82677
C -0.45665 -2.89409 -2.63677
O -1.01788 -1.03365 -1.18961
H -1.89665 -1.52330 -4.37553
H -0.81763 -0.32503 -3.64538
H -2.56661 -0.26002 -3.33595
H -2.66511 -2.94196 -0.84520
H -3.12274 -3.26446 -2.52423
H -3.60740 -1.74555 -1.76351
H -0.90336 -3.65421 -3.27419
H -0.07402 -3.37209 -1.73248
H 0.36568 -2.43458 -3.18333
C -1.15776 -5.24721 0.17873
Si 0.36065 -4.48609 0.98761
C 1.96878 -4.75519 0.03645
C 0.46548 -5.04830 2.77760
Ge 0.29372 -1.99262 1.12428
Si 2.51635 -1.16275 1.92455
C 3.97130 -1.37239 0.75082
C 2.80115 -2.12917 3.51844
C 2.27624 0.68153 2.27594
Si -1.60122 -1.09473 2.50731
C -3.23404 -1.42030 1.61836
C -1.52974 0.76195 2.90540
C -1.48303 -2.01931 4.14341
H -1.14641 -6.32467 0.36076
H -1.19841 -5.09555 -0.89960
H -2.07957 -4.85788 0.61569
H 1.97792 -5.72737 -0.45991
H 2.81837 -4.72818 0.72242
H 2.12881 -3.99114 -0.72669
H 0.80646 -6.08628 2.80580
H -0.51105 -5.01631 3.26307
H 1.16265 -4.45310 3.36864
H 3.94869 -2.31748 0.20517
H 4.89344 -1.35649 1.33729
H 4.02146 -0.55855 0.02893
H 3.21075 -3.11811 3.30465
H 1.89159 -2.25515 4.10840
H 3.52827 -1.59471 4.13432
H 2.02560 1.22346 1.36050
H 3.20842 1.11046 2.65201
H 1.50215 0.86109 3.02512
H -3.29439 -0.88712 0.66689
H -4.06848 -1.09600 2.24403
H -3.38121 -2.48258 1.41340
H -1.24002 1.39416 2.06465
H -0.83506 0.96847 3.72139
H -2.51765 1.09646 3.23135
H -1.58439 -3.09811 4.01870
H -2.28674 -1.68044 4.80130
H -0.53560 -1.82478 4.64941
```

Total charge   +2
Multiplicity   2
Expectation value of S²   0.7672
E_HOMO (spin up / spin down)   -13.467 / -13.481 eV


Formula: C35H52N8O4
Source: the Open Molecules 2025 dataset
Level of theory: the ωB97M-V functional and the def2-TZVPD basis

XYZ file:
```
99
Properties=species:S:1:pos:R:3
C 0.68686 0.74501 3.00100
C 0.66689 -0.64088 2.73838
C 2.04145 -1.31267 2.34929
C 2.28393 -1.82094 1.04080
C 1.24142 -1.78033 -0.15670
C -0.18069 -2.44705 0.15847
C -1.32568 -1.45020 -0.42976
C -2.51709 -1.18808 0.63742
C -3.83070 -0.76771 -0.23036
C -4.12141 0.81927 -0.17596
C -5.31159 1.13370 0.89499
O -4.82894 2.15354 1.80201
C -3.84211 1.58407 2.70352
C 3.74937 -2.43418 0.78729
O 3.95556 -3.47881 0.14373
C 4.94090 -1.59819 1.47801
O 6.17676 -1.32715 0.83869
C 6.42067 0.10868 0.77830
C 6.98811 0.58227 -0.66333
C 5.74502 1.28780 -1.43603
C 4.69620 -1.09470 2.78778
C 3.24978 -1.41209 3.40659
O 3.06714 -1.68760 4.61244
H 1.68860 1.26609 3.16460
H -0.26618 1.36536 2.99318
H -0.31519 -1.22895 2.76522
H 1.18985 -0.69731 -0.51508
H 1.69331 -2.37028 -1.03361
H -0.31119 -3.43008 -0.43265
H -0.34109 -2.66581 1.26439
H -0.91904 -0.42325 -0.70006
H -1.73117 -1.89383 -1.40962
H -2.23014 -0.23902 1.20749
H -2.71182 -2.07595 1.31714
H -3.70310 -1.02153 -1.34238
H -4.73785 -1.36929 0.11736
H -4.53794 1.15519 -1.19254
H -3.19291 1.44669 0.00967
H -6.26568 1.45320 0.33937
H -5.55149 0.14376 1.40775
H -2.76731 1.81978 2.38532
H -4.08442 2.00680 3.73867
H -3.91261 0.43853 2.76197
H 7.19414 0.34786 1.59130
H 5.47227 0.73591 0.94390
H 7.77110 1.41650 -0.54291
H 7.40667 -0.31052 -1.23358
H 4.92581 0.51551 -1.61162
H 5.37610 2.13302 -0.75470
H 6.05816 1.70240 -2.44528
H 5.46889 -0.47621 3.34201
C 5.46625 -3.95402 4.97198
C 6.54281 -3.40671 5.85510
N 7.38748 -2.97737 6.54766
H 5.88452 -4.22553 4.00143
H 5.02514 -4.84058 5.42974
H 4.68738 -3.20313 4.82698
C -7.01308 2.18717 -4.07389
C -6.42123 1.03279 -3.32912
N -5.95636 0.12622 -2.74392
H -7.17843 3.02481 -3.39073
H -6.33503 2.50328 -4.86816
H -7.96786 1.89427 -4.51688
C 1.71224 0.81700 6.80544
C 1.03719 2.15254 6.79155
N 0.50792 3.19998 6.78067
H 1.12652 0.11090 7.39528
H 1.80593 0.43800 5.78645
H 2.70674 0.90811 7.24420
C 10.33280 0.13113 -3.52049
C 9.67759 1.47627 -3.54329
N 9.16303 2.53061 -3.56024
H 9.74011 -0.55956 -2.91916
H 10.41354 -0.25894 -4.53589
H 11.33139 0.21263 -3.08935
C 0.05454 -6.57669 -2.38379
C -0.62947 -5.24615 -2.39660
N -1.16531 -4.20199 -2.40662
H -0.52538 -7.28563 -1.79146
H 0.14767 -6.95515 -3.40252
H 1.04959 -6.47746 -1.94773
C -10.81918 0.11880 -6.39912
C -9.93180 1.31420 -6.25196
N -9.23486 2.25150 -6.13651
H -11.69895 0.38091 -6.98820
H -10.27880 -0.68385 -6.90258
H -11.13881 -0.22854 -5.41577
C -8.54721 6.60222 -3.39656
C -7.95566 5.44645 -2.65351
N -7.49158 4.53950 -2.07092
H -8.71119 7.43675 -2.71360
H -7.86903 6.91858 -4.19012
H -9.50082 6.30972 -3.83792
C 2.38487 2.30269 0.45426
C 2.20935 2.05028 -1.01003
N 2.07169 1.85072 -2.15827
H 2.83435 3.28459 0.61084
H 1.41672 2.27038 0.95450
H 3.03506 1.53999 0.88698
```

Total charge   0
E_HOMO   -8.946 eV


Formula: C35H52O31S2
Source: the Open Molecules 2025 dataset
Level of theory: the ωB97M-V functional and the def2-TZVPD basis

XYZ file:
```
120
Properties=species:S:1:pos:R:3
C 5.38142 -2.21319 4.66393
C 4.73354 -1.19487 3.71805
C 3.20517 -1.35282 3.60818
C 2.45758 -0.24853 4.35943
C 0.92094 -0.41297 4.51980
C 0.20093 -1.25653 3.44964
C -0.29697 -2.61784 3.92346
O -0.62841 -3.49146 2.81336
S 0.61985 -4.36558 2.40036
O 1.47642 -3.62089 1.53961
O 0.16862 -5.65264 2.02033
O 1.26797 -4.43400 3.84889
C 0.66997 -3.48778 4.76391
S -0.28111 -4.37115 6.01478
H 5.32084 -1.88981 5.70428
H 4.89903 -3.18999 4.57915
H 6.43483 -2.36253 4.42354
H 5.18978 -1.26327 2.73166
H 4.94056 -0.19660 4.11266
H 2.92764 -1.32098 2.55819
H 2.94428 -2.34163 3.98173
H 2.65405 0.69372 3.84357
H 2.90630 -0.15188 5.35316
H 0.67433 -0.77369 5.52406
H 0.48524 0.58356 4.46318
H 0.80321 -1.37869 2.55256
H -0.69477 -0.71862 3.14244
H -1.24002 -2.51175 4.45878
H 1.48984 -2.92923 5.19771
H 0.65756 -5.27207 6.32859
O 4.64879 1.09046 0.61443
C 4.41972 0.13052 -0.05437
O 3.82236 -0.98940 0.39598
C 3.48428 -1.81041 -0.72988
C 4.46410 -1.33065 -1.78181
O 4.70757 0.02412 -1.36601
H 3.57942 -2.85918 -0.46454
H 2.44998 -1.59742 -1.00546
H 5.40654 -1.88011 -1.75939
H 4.06816 -1.33771 -2.79114
O 3.62689 -1.57591 -5.10816
C 2.47549 -1.81484 -4.93295
O 1.72827 -2.62741 -5.70806
C 0.46908 -2.85147 -5.06132
C 0.35914 -1.64040 -4.15415
O 1.73414 -1.30884 -3.91712
H -0.31613 -2.91611 -5.80889
H 0.52313 -3.78867 -4.50561
H -0.11144 -0.78867 -4.64306
H -0.14309 -1.83524 -3.21105
O 9.93773 3.89679 2.59945
C 9.02671 3.61729 1.89041
O 8.59623 2.36729 1.62986
C 7.34899 2.44677 0.91932
C 7.43072 3.82526 0.29636
O 8.26948 4.52829 1.22425
H 7.28465 1.64068 0.19620
H 6.52826 2.35541 1.62740
H 7.92385 3.81054 -0.67846
H 6.46908 4.32404 0.21043
O -1.94715 0.70031 -2.86790
C -1.58511 1.61799 -3.54291
O -0.39065 1.70056 -4.15077
C -0.41372 2.81900 -5.05512
C -1.51004 3.68444 -4.45937
O -2.33459 2.70612 -3.80163
H 0.56342 3.29153 -5.06940
H -0.66240 2.45169 -6.05111
H -1.13391 4.37900 -3.70844
H -2.09991 4.22049 -5.19644
O 4.70067 7.13077 -2.46797
C 5.71903 7.37000 -1.90636
O 6.03602 6.93634 -0.66319
C 7.41824 7.21999 -0.41772
C 7.68433 8.36321 -1.37993
O 6.72804 8.11282 -2.41656
H 7.56585 7.47767 0.62668
H 8.00699 6.33451 -0.65438
H 7.47346 9.33800 -0.93755
H 8.68642 8.36271 -1.79879
O -8.33618 1.49615 -5.36448
C -7.41236 1.36078 -4.62666
O -7.52525 1.13510 -3.29922
C -6.23456 0.78648 -2.78644
C -5.30468 1.41128 -3.81161
O -6.11628 1.40065 -4.99450
H -6.12171 1.18950 -1.78362
H -6.15474 -0.30125 -2.75668
H -5.05051 2.44358 -3.57181
H -4.39494 0.84441 -3.98016
O -1.12956 1.74183 2.64855
C -1.83064 1.59280 1.70113
O -2.26703 0.39104 1.25194
C -3.25150 0.61003 0.23649
C -2.90244 2.00703 -0.24611
O -2.30105 2.58688 0.91833
H -3.16121 -0.15578 -0.52906
H -4.24100 0.56164 0.69490
H -2.17051 1.99148 -1.05281
H -3.76464 2.60082 -0.53969
O -11.72980 -3.15011 -2.88915
C -11.52113 -2.20463 -3.57653
O -10.39066 -2.00414 -4.29210
C -10.58923 -0.88213 -5.16409
C -11.69953 -0.12792 -4.45817
O -12.38070 -1.17450 -3.75571
H -9.67167 -0.31081 -5.24586
H -10.89712 -1.25283 -6.14321
H -11.31219 0.58796 -3.73167
H -12.39260 0.37042 -5.12964
O -6.91775 -5.92224 7.21739
C -5.92500 -5.82977 6.57585
O -5.40916 -4.66523 6.11038
C -4.10440 -4.92210 5.58543
C -4.17532 -6.40239 5.25795
O -5.14263 -6.87062 6.20211
H -3.92489 -4.29022 4.71949
H -3.36416 -4.70434 6.35660
H -4.55074 -6.58765 4.25034
H -3.23620 -6.92962 5.39932
```

Total charge   0
E_HOMO   -10.361 eV


Formula: C35H52OP4STc
Source: the Open Molecules 2025 dataset
Level of theory: the ωB97M-V functional and the def2-TZVPD basis

XYZ file:
```
94
Properties=species:S:1:pos:R:3
Tc 0.22022 -1.49332 -1.03503
P 1.17233 -2.49299 0.70252
P 1.95338 -0.53035 -2.10935
P 0.10667 -3.19234 -2.42752
H -8.71857 -0.93813 -1.57544
C -8.46219 -2.00546 -1.59417
C -8.32734 -2.71642 -0.46482
H -8.43535 -2.24730 0.52099
C 0.77221 -1.74157 2.33547
C 3.00065 -2.63816 0.83738
C 0.59969 -4.20568 1.06756
C 1.40541 0.52938 -3.50460
C 3.02147 0.69804 -1.25918
C 3.30636 -1.54735 -2.86978
C -1.40418 -4.16716 -2.16356
C 1.42487 -4.47250 -2.48226
C -0.00884 -2.81870 -4.21724
H -8.41537 -2.47700 -2.58405
H -8.12530 -3.79320 -0.48010
H -0.31263 -1.59026 2.41137
H 1.26722 -0.77312 2.48883
H 1.09537 -2.45053 3.11237
H 3.46829 -1.65470 0.67010
H 3.36250 -3.35307 0.08250
H 3.25791 -3.00454 1.84725
H -0.47534 -4.16599 1.29719
H 1.14573 -4.56944 1.95112
H 0.76947 -4.89036 0.22827
H 2.30133 0.95444 -3.98317
H 0.79403 1.33613 -3.07128
H 0.81457 -0.04421 -4.23231
H 3.98006 0.77350 -1.79272
H 3.19545 0.38457 -0.22452
H 2.53290 1.68039 -1.23862
H 4.07843 -0.84062 -3.21586
H 2.94305 -2.13533 -3.72448
H 3.73858 -2.21943 -2.11069
H -1.47182 -4.94519 -2.93456
H -2.27749 -3.50712 -2.22376
H -1.39167 -4.62868 -1.17036
H 1.34641 -4.99274 -3.44841
H 1.30920 -5.19409 -1.66714
H 2.42123 -4.02175 -2.41091
H -0.31207 -3.72908 -4.75517
H 0.95606 -2.47395 -4.60734
H -0.75086 -2.03128 -4.39110
C -3.17451 -0.99421 -0.81645
C -3.21349 -0.76086 -2.20194
C -4.41211 -0.92447 -2.90554
C -5.55865 -1.35391 -2.23399
C -5.45521 -1.71390 -0.89107
C -4.28334 -1.57029 -0.17463
S -1.82140 -0.55277 0.20623
H -1.10369 0.17985 -0.78114
H -2.29881 -0.44841 -2.70880
H -4.47210 -0.71390 -3.97061
H -6.52575 -1.44524 -2.73180
H -6.31836 -2.13070 -0.39179
H -4.18615 -1.88025 0.86687
O 0.99886 1.13735 0.76523
P 1.17362 2.37345 1.61756
C 2.08674 2.07235 3.14142
C 3.02673 1.02515 3.20268
C 3.87981 0.93175 4.30645
C 3.78709 1.86233 5.34599
C 2.87366 2.91979 5.26753
C 2.02775 3.03540 4.16187
C 2.20008 3.68140 0.89683
C 3.59361 3.47558 0.83693
C 4.42757 4.48601 0.35454
C 3.88067 5.68982 -0.10480
C 2.49893 5.88711 -0.03972
C 1.65458 4.89617 0.46493
C -0.44842 3.04237 1.99594
C -1.01000 2.98903 3.27985
C -2.24256 3.61580 3.51408
C -2.94546 4.20743 2.45175
C -2.43703 4.14039 1.14331
C -1.20994 3.51523 0.90910
H 3.09109 0.29715 2.38974
H 4.61281 0.12488 4.35284
H 4.43658 1.77484 6.21519
H 2.80222 3.65823 6.06650
H 1.31686 3.86362 4.10356
H 4.02631 2.52102 1.16371
H 5.50472 4.31751 0.32550
H 4.53342 6.45619 -0.52175
H 2.06746 6.81772 -0.39756
H 0.57855 5.06381 0.50070
H -0.48490 2.46490 4.08473
H -2.64698 3.62859 4.53069
H -3.90230 4.70506 2.63555
H -2.98604 4.56186 0.29740
H -0.81453 3.40639 -0.10704
```

Total charge   +4
Multiplicity   4
Expectation value of S²   3.7897
E_HOMO (spin up / spin down)   -16.941 / -16.941 eV


Formula: C35H52P3ReSbSe
Source: the Open Molecules 2025 dataset
Level of theory: the ωB97M-V functional and the def2-TZVPD basis

XYZ file:
```
93
Properties=species:S:1:pos:R:3
Re 0.26109 -1.18965 -0.59428
P -0.99488 -2.99273 -0.27201
P 1.81142 -1.47414 1.00837
P 1.54268 -2.04336 -2.19007
H -3.48471 0.62704 -4.88040
C -2.99730 -0.36572 -4.87275
C -2.22882 -0.85039 -3.85166
H -1.43563 -0.24487 -3.36135
C -2.49900 -2.71926 0.75065
C -0.26267 -4.45163 0.60865
C -1.67690 -3.72658 -1.80964
C 3.22787 -0.35203 1.43477
C 1.17718 -1.64075 2.73607
C 2.81002 -3.01962 1.00265
C 0.82112 -1.83250 -3.85954
C 1.91361 -3.85455 -2.21079
C 3.26980 -1.43490 -2.44442
H -3.28690 -1.00276 -5.73492
H -2.48055 -1.86034 -3.48311
H -3.14918 -1.97144 0.27191
H -2.24513 -2.32081 1.74666
H -3.01819 -3.68400 0.84750
H 0.05358 -4.15979 1.61803
H 0.60028 -4.84194 0.05923
H -1.04505 -5.21338 0.67910
H -2.08728 -2.92644 -2.43232
H -2.47806 -4.40847 -1.50354
H -0.90404 -4.25816 -2.37739
H 3.86215 -0.80787 2.22372
H 2.88820 0.61780 1.83744
H 3.88997 -0.16100 0.57263
H 1.93751 -2.10082 3.38667
H 0.27344 -2.26388 2.76873
H 0.93841 -0.65363 3.15648
H 3.34059 -3.11708 1.95970
H 3.54622 -3.01656 0.19288
H 2.15750 -3.88802 0.90083
H 1.35148 -2.46562 -4.58674
H 0.87669 -0.77924 -4.17847
H -0.24431 -2.10884 -3.86628
H 2.55285 -4.06371 -3.08132
H 0.99110 -4.43912 -2.29585
H 2.44731 -4.16350 -1.30330
H 3.80908 -2.10680 -3.13666
H 3.84633 -1.39085 -1.50532
H 3.25654 -0.42251 -2.87472
C 1.42772 2.10330 -3.12591
C 0.15227 2.25206 -3.69635
C 0.06692 2.31278 -5.08431
C 1.20800 2.53299 -5.86926
C 2.47894 2.45335 -5.26506
C 2.57923 2.15831 -3.91414
Se 1.75234 1.82329 -1.20898
H 0.41290 1.05931 -1.25689
H -0.75296 2.27947 -3.06901
H -0.91527 2.15687 -5.53107
H 1.05880 2.73819 -6.93446
H 3.39212 2.58557 -5.81799
H 3.53568 2.01090 -3.42148
C -2.09472 5.68322 1.77894
C -1.32661 5.28955 0.67494
C -1.13361 3.92587 0.40129
C -1.63480 2.97090 1.28433
C -2.35845 3.35301 2.41442
C -2.56315 4.71922 2.68172
Sb -0.59815 0.97011 1.30881
C 0.82625 2.06885 2.76227
C 1.78965 2.94525 2.26836
C 2.73284 3.52179 3.13392
C 2.67149 3.26184 4.51027
C 1.62260 2.48057 5.01664
C 0.70735 1.87929 4.13588
C -2.23488 0.18957 2.54534
C -2.03779 -0.48746 3.75734
C -3.14007 -1.02815 4.43313
C -4.43167 -0.89254 3.90762
C -4.62998 -0.18914 2.71083
C -3.52976 0.35474 2.03496
H -2.32189 6.73973 1.93620
H -0.86221 6.03340 0.02587
H -0.55983 3.62925 -0.47927
H -2.74406 2.61322 3.11970
H -3.08890 5.00934 3.59449
H 1.85388 3.21281 1.20922
H 3.51074 4.17761 2.72957
H 3.43140 3.68542 5.18291
H 1.52186 2.34274 6.09961
H -0.07887 1.25317 4.55971
H -1.04707 -0.59440 4.20618
H -2.96423 -1.56648 5.37057
H -5.28113 -1.34047 4.42480
H -5.62949 -0.04316 2.29266
H -3.70886 0.90938 1.10586
```

Total charge   +4
Multiplicity   4
Expectation value of S²   3.7884
E_HOMO (spin up / spin down)   -18.049 / -17.849 eV


How do the records compare in energy? In the order shown, they have -5575.90548, -2103.46994, -4493.76354, -3282.97864, -5107.13702 Eh.